DFT (the ωB97M-V functional and the def2-TZVPD basis) results for a 5-piece molecular cluster, C67H52ClIO13S overall.

Results
structure (SMILES): COCCCCC[C@]1(I)OS(=O)(=O)O[C@H]1CCCCl.O=C1c2ccccc2C(=O)c2ccccc21.O=C1c2ccccc2C(=O)c2ccccc21.O=C1c2ccccc2C(=O)c2ccccc21.O=C1c2ccccc2C(=O)c2ccccc21
orbital gap: 8.19 eV

```
! RIJCOSX wB97M-V def2-TZVPD def2/J DEFGRID3
* xyz 0 1
C 5.744 2.912 6.682
O 5.629 1.757 7.584
C 4.308 1.093 7.462
C 4.287 -0.104 8.593
C 4.345 -1.544 7.810
C 2.940 -2.387 7.796
C 1.583 -1.484 7.624
C 1.197 -1.107 6.069
I 0.462 -2.914 5.069
O 2.144 -0.349 5.237
S 1.205 0.326 3.978
O 1.227 -0.419 2.594
O 1.417 1.799 3.555
O -0.381 0.120 4.662
C -0.130 -0.124 6.121
C -1.495 -0.651 6.869
C -2.493 0.604 7.344
C -3.809 0.745 6.371
Cl -3.989 2.587 6.003
H 5.486 3.897 7.279
H 6.881 3.010 6.372
H 5.119 2.830 5.691
H 4.280 0.646 6.358
H 3.397 1.835 7.523
H 3.383 -0.013 9.364
H 5.270 -0.026 9.249
H 4.826 -1.434 6.725
H 5.127 -2.214 8.413
H 2.998 -3.135 6.868
H 2.785 -3.070 8.740
H 1.548 -0.505 8.265
H 0.685 -2.162 8.022
H -0.014 0.964 6.547
H -1.304 -1.278 7.846
H -2.172 -1.344 6.171
H -2.912 0.341 8.428
H -1.899 1.612 7.473
H -3.762 0.109 5.384
H -4.769 0.467 7.012
C 2.749 -1.457 -4.888
C 2.885 -0.358 -5.735
C 2.990 0.927 -5.201
C 2.945 1.116 -3.814
C 2.784 0.019 -2.968
C 2.697 -1.272 -3.505
C 2.685 0.211 -1.507
O 2.547 -0.752 -0.762
C 2.747 1.580 -0.956
C 2.597 1.781 0.422
C 2.667 3.071 0.952
C 2.896 4.160 0.111
C 3.040 3.963 -1.263
C 2.955 2.671 -1.799
C 3.074 2.477 -3.257
O 3.270 3.434 -3.998
H 2.677 -2.460 -5.303
H 2.913 -0.502 -6.813
H 3.101 1.780 -5.869
H 2.585 -2.134 -2.850
H 2.421 0.936 1.086
H 2.545 3.226 2.022
H 2.958 5.164 0.525
H 3.214 4.818 -1.914
C 0.755 -3.357 1.860
C 0.941 -2.552 0.737
C 0.093 -2.683 -0.365
C -0.937 -3.630 -0.347
C -1.109 -4.452 0.767
C -0.268 -4.307 1.878
C -2.161 -5.488 0.777
O -2.315 -6.207 1.756
C -3.020 -5.651 -0.413
C -3.984 -6.667 -0.440
C -4.809 -6.819 -1.556
C -4.681 -5.953 -2.642
C -3.718 -4.943 -2.620
C -2.880 -4.798 -1.507
C -1.840 -3.750 -1.509
O -1.724 -2.991 -2.465
H 1.409 -3.248 2.722
H 1.746 -1.821 0.718
H 0.242 -2.048 -1.236
H -0.404 -4.935 2.757
H -4.092 -7.345 0.405
H -5.553 -7.613 -1.577
H -5.329 -6.067 -3.509
H -3.621 -4.274 -3.474
C -10.536 -3.779 2.482
C -10.129 -3.326 3.737
C -8.933 -2.619 3.869
C -8.135 -2.374 2.745
C -8.530 -2.847 1.495
C -9.740 -3.542 1.361
C -7.673 -2.638 0.310
O -8.021 -3.050 -0.789
C -6.386 -1.931 0.472
C -5.536 -1.776 -0.631
C -4.324 -1.098 -0.490
C -3.962 -0.566 0.747
C -4.804 -0.723 1.849
C -6.014 -1.416 1.713
C -6.881 -1.609 2.892
O -6.561 -1.146 3.981
H -11.473 -4.322 2.377
H -10.743 -3.522 4.612
H -8.624 -2.264 4.851
H -10.062 -3.903 0.385
H -5.813 -2.186 -1.601
H -3.663 -0.983 -1.347
H -3.021 -0.031 0.855
H -4.512 -0.310 2.812
C 3.562 6.172 -13.550
C 2.228 5.986 -13.189
C 1.895 5.704 -11.863
C 2.902 5.595 -10.896
C 4.238 5.757 -11.262
C 4.568 6.058 -12.590
C 5.312 5.596 -10.260
O 6.485 5.741 -10.579
C 4.952 5.249 -8.871
C 5.963 5.036 -7.924
C 5.630 4.720 -6.605
C 4.292 4.625 -6.226
C 3.283 4.831 -7.168
C 3.614 5.134 -8.496
C 2.540 5.314 -9.493
O 1.364 5.227 -9.161
H 3.820 6.401 -14.582
H 1.444 6.062 -13.940
H 0.851 5.565 -11.588
H 5.608 6.199 -12.880
H 7.010 5.111 -8.211
H 6.417 4.550 -5.873
H 4.033 4.387 -5.197
H 2.240 4.751 -6.866
*
```

Löwdin population analysis, charges in e, atoms 1 to 4: -0.13 -0.27 -0.22 -0.16

---

DFT (the ωB97M-V functional and the def2-TZVPD basis) results for a 6-piece molecular cluster, C5H22N2O6 overall.

Results
structure (SMILES): CCN[C@@H](C)C(N)=O.O.O.O.O.O
orbital gap: 9.29 eV
relative energy (zero: lowest compared OMol25 entry of this formula, charge and spin): 88.0 kcal/mol

```
! RIJCOSX wB97M-V def2-TZVPD def2/J DEFGRID3
* xyz 0 1
C -0.659 -2.073 0.260
C -0.881 -1.514 -1.136
N -0.899 -0.007 -1.139
C 1.207 0.891 -2.252
C 0.437 0.536 -0.926
C 0.209 1.927 -0.244
N 1.173 2.843 0.033
O -0.921 2.247 0.093
H -0.763 -3.156 0.245
H -1.494 -1.925 0.960
H 0.176 -1.702 0.534
H -0.229 -2.036 -2.028
H -1.834 -1.749 -1.616
H -1.380 0.350 -1.960
H 2.189 1.252 -1.978
H 0.743 1.517 -3.002
H 1.369 0.025 -2.903
H 1.252 -0.061 -0.310
H 0.798 3.617 0.620
H 2.125 2.695 0.103
H -3.049 -0.143 -0.425
H -4.473 -0.467 -0.413
O -3.765 -0.500 -1.054
H -1.788 0.913 1.145
H -2.697 2.000 1.705
O -2.591 1.154 1.654
H 0.767 0.885 4.256
H -0.404 0.947 3.199
O 0.558 0.726 3.307
H 2.073 -2.327 -0.661
H 1.827 -3.469 -1.578
O 2.388 -2.753 -1.422
H 2.396 0.422 2.409
H 3.218 -0.814 2.635
O 2.922 -0.251 1.890
*
```

Löwdin population analysis, charges in e, atoms 1 to 4: -0.07 -0.26 -0.04 -0.05

---

DFT (the ωB97M-V functional and the def2-TZVPD basis) results for C22H30N4O9OsP as an isolated structure.

Results
orbital gap (spin up / spin down): 7.86 / 6.29 eV

```
! RIJCOSX wB97M-V def2-TZVPD def2/J DEFGRID3
* xyz 1 5
Os -0.367 -0.027 0.241
O 5.082 2.305 1.383
C 3.905 1.750 1.137
C 3.489 0.542 1.727
C 2.263 0.057 1.396
N 1.471 0.697 0.522
C 1.839 1.866 -0.021
C 3.048 2.426 0.254
C 0.751 2.439 -0.896
O 0.937 3.416 -1.563
O -0.371 1.737 -0.824
C 1.623 -1.194 1.945
O 2.169 -1.889 2.740
O 0.393 -1.404 1.433
H 5.608 1.779 2.000
H 4.104 -0.007 2.430
H 3.324 3.369 -0.199
C -5.119 -4.635 1.482
O -5.440 -3.565 2.370
C -4.700 -2.457 2.314
C -4.988 -1.477 3.282
C -4.273 -0.317 3.297
C -3.240 -0.065 2.369
C -2.456 1.143 2.431
C -2.940 2.325 3.222
O -1.349 1.283 1.867
C -2.982 -1.046 1.397
O -2.102 -0.850 0.413
C -3.704 -2.233 1.378
H -5.802 -5.441 1.727
H -4.091 -4.968 1.632
H -5.265 -4.339 0.442
H -5.770 -1.670 4.005
H -4.479 0.405 4.076
H -4.021 2.351 3.317
H -2.587 3.231 2.733
H -2.494 2.296 4.220
H -3.446 -2.956 0.616
C -5.103 0.221 -2.529
N -3.741 0.437 -2.055
C -3.638 1.543 -1.108
P -2.396 -0.094 -2.858
O -1.247 -0.422 -1.955
N -2.910 -1.443 -3.643
C -3.207 -1.529 -5.064
C -2.921 -2.714 -2.931
N -1.958 1.018 -3.982
C -2.920 1.899 -4.627
C -0.566 1.455 -4.115
H -5.743 -0.065 -1.689
H -5.137 -0.574 -3.268
H -5.523 1.134 -2.966
H -4.244 1.324 -0.223
H -4.005 2.479 -1.546
H -2.604 1.700 -0.804
H -3.226 -0.541 -5.516
H -4.183 -2.000 -5.215
H -2.458 -2.131 -5.587
H -2.571 -2.571 -1.910
H -2.261 -3.435 -3.422
H -3.931 -3.137 -2.903
H -3.940 1.561 -4.457
H -2.743 1.921 -5.705
H -2.826 2.924 -4.253
H 0.088 0.790 -3.559
H -0.438 2.469 -3.727
H -0.267 1.444 -5.166
*
```

Löwdin population analysis, charges in e, atoms 1 to 4: 1.95 0.14 -0.24 0.11

---

DFT (the ωB97M-V functional and the def2-TZVPD basis) results for C2H8N4O2Rb as an isolated structure.

Results
orbital gap: 9.81 eV
relative energy (zero: lowest compared OMol25 entry of this formula, charge and spin): 22.8 kcal/mol

```
! RIJCOSX wB97M-V def2-TZVPD def2/J DEFGRID3
* xyz 1 1
Rb -2.469 0.081 -2.030
C -0.086 -2.189 -0.556
O -1.279 -2.170 -0.878
N 0.661 -3.329 -0.625
N 0.602 -1.078 -0.155
H 1.661 -3.298 -0.551
H 0.239 -4.087 -1.133
H 0.209 -0.159 -0.187
H 1.565 -1.199 0.100
C 0.272 2.210 0.429
O 1.206 2.310 -0.339
N 0.428 1.880 1.745
N -1.028 2.388 0.013
H -0.359 1.721 2.348
H 1.365 1.782 2.089
H -1.774 2.521 0.675
H -1.211 2.614 -0.945
*
```

Löwdin population analysis, charges in e, atoms 1 to 4: 1.00 -0.66 -0.14 0.17

---

DFT (the ωB97M-V functional and the def2-TZVPD basis) results for C3H4O2 in the gas phase.

Results
structure (SMILES): C=COC=O
orbital gap: 10.33 eV
relative energy (zero: lowest compared OMol25 entry of this formula, charge and spin): 36.7 kcal/mol

```
! RIJCOSX wB97M-V def2-TZVPD def2/J DEFGRID3
* xyz 0 1
C 1.730 -0.076 -0.101
C 0.411 -0.433 0.048
C -1.706 0.422 -0.026
H 2.429 -0.894 0.083
H 2.140 0.974 -0.445
H -0.074 -1.371 0.308
H -2.258 1.410 0.283
O -0.373 0.588 -0.005
O -2.298 -0.619 -0.146
*
```

Löwdin population analysis, charges in e, atoms 1 to 4: 0.04 -0.24 -0.32 0.04

---

Number 1: F_max 0.1558 Eh/bohr. Number 2: F_max 0.1801 Eh/bohr. Number 3: F_max 0.0198 Eh/bohr. Number 4: F_max 0.0231 Eh/bohr. Number 5: F_max 0.1025 Eh/bohr.